Record 1
Density functional theory data (wB97M-V/def2-TZVPD) for 2 unconnected molecules or ions with the total composition C6H6ClFN at a distorted geometry.

## Properties
* energy relative to the best compared isomer or geometry (same formula, charge and spin): 0.000 eV
* total charge: +1

```
15
Properties=species:S:1:pos:R:3:forces:R:3:mulliken_charge:R:1
C 1.2484 1.8930 -0.3431 -1.06 -2.33 1.29 -0.080
C 0.6048 1.2906 -1.4087 -0.53 0.27 0.07 -0.743
C 1.1625 1.2707 0.9523 1.13 2.41 -2.33 -0.511
C -0.1507 0.1450 -1.1708 2.16 1.99 1.36 0.082
C 0.3963 0.1963 1.1088 -0.49 -1.49 -1.11 0.350
C -1.7403 -2.3358 0.2600 -0.59 1.12 1.71 0.031
N -0.1819 -0.3380 0.0306 -2.16 -2.56 2.17 -0.259
F 0.2780 -0.4835 2.2454 -0.13 0.22 -0.21 -0.244
Cl -1.4124 -3.0098 1.7954 -0.45 0.81 -2.35 0.116
H 1.8639 2.7439 -0.3276 0.55 1.04 -0.76 0.443
H 0.5305 1.6224 -2.4172 0.57 0.73 -0.50 0.384
H 1.8302 1.7311 1.6167 0.28 0.12 1.63 0.408
H -0.5783 -0.3738 -1.9503 -1.19 -1.10 -1.52 0.395
H -1.0296 -2.5181 -0.5700 -0.82 -0.17 0.63 0.292
H -2.8214 -1.8341 0.1782 2.74 -1.05 -0.08 0.337
```
Forces are in eV/Å.


Record 2
Density functional theory data (wB97M-V/def2-TZVPD) for a molecular structure, C6H6CrLiO2 at a distorted geometry.

## Properties
* energy relative to the best compared isomer or geometry (same formula, charge and spin): 3.036 eV
* multiplicity: 5
* total charge: +3

```
16
Properties=species:S:1:pos:R:3:forces:R:3:mulliken_charge:R:1
C 1.6598 -1.8482 -1.2783 -0.80 -0.88 0.23 -1.436
C 1.8964 -0.6084 -0.7342 -0.21 1.40 1.72 0.393
C 2.3651 -0.2602 0.5908 1.14 -0.51 -1.86 -0.673
H 1.4481 -1.8888 -2.3531 0.15 -0.11 0.11 0.526
H 2.0467 -2.7546 -0.7971 0.03 0.15 -0.27 0.457
H 1.5578 0.2650 -1.2999 0.52 -0.07 -0.12 0.404
H 2.8951 0.6940 0.6898 -0.57 0.09 0.24 0.436
C 2.9368 -1.2355 1.3771 0.57 -1.03 0.64 0.683
O 3.3437 -2.0427 2.0632 -0.49 0.94 -0.74 -0.071
O -1.0135 -1.2080 1.1106 -1.51 1.10 0.05 -0.867
C -0.6158 -0.1351 1.5751 4.55 -1.26 1.29 0.761
C 0.3311 0.6802 1.9401 -4.96 0.14 0.85 -0.507
Cr -0.5280 -1.9012 -0.6961 0.46 -0.43 -1.57 1.103
Li -2.1492 -2.3450 2.5552 -0.42 -0.23 0.44 0.958
H -0.7028 1.2987 2.3018 1.04 0.54 -0.80 0.379
H 0.8577 0.6234 2.8931 0.50 0.15 -0.19 0.454
```
Forces are in eV/Å.


Record 3
Density functional theory data (wB97M-V/def2-TZVPD) for a molecular structure, C6H6CuNaO2 at a distorted geometry.

## Properties
* total charge: +2

```
16
Properties=species:S:1:pos:R:3:forces:R:3:mulliken_charge:R:1
C -1.8934 1.0184 -2.9542 1.45 -0.41 -0.36 -1.254
C -2.4124 1.1152 -1.7160 0.52 0.07 1.23 0.131
C -2.5174 2.3076 -0.8629 -0.91 0.60 -1.04 -0.781
H -1.9400 0.0686 -3.4915 -0.07 0.31 0.09 0.410
H -1.4716 1.8774 -3.4862 -0.39 -0.20 0.05 0.335
H -2.7819 0.2078 -1.2289 -0.19 0.27 -0.28 0.389
H -3.3615 2.3408 -0.1659 0.49 -0.07 0.10 0.396
C -2.2027 3.5347 -1.3340 -0.06 -0.33 -0.06 0.814
O -1.8722 4.5729 -1.6943 -0.05 -0.50 0.23 -0.251
O 0.9088 1.6327 0.1442 0.35 -1.22 1.21 -0.660
C 0.1057 1.7631 1.0403 -1.63 2.66 -3.40 0.696
C -1.0415 2.0786 1.5749 3.38 -1.60 3.48 -0.608
Cu 0.4724 0.2381 -1.7286 -1.16 0.39 -0.15 0.715
Na 2.9136 2.9902 0.3250 0.20 0.11 0.06 0.966
H -1.3717 3.0880 1.8195 -0.23 -0.22 -0.45 0.396
H -0.5860 1.5979 2.5883 -1.70 0.14 -0.69 0.304
```
Forces are in eV/Å.


Record 4
Density functional theory data (wB97M-V/def2-TZVPD) for a molecular structure, C6H6F18K2O21S6 at a distorted geometry.

## Properties
* total charge: -4

```
59
Properties=species:S:1:pos:R:3:forces:R:3:mulliken_charge:R:1
K -2.9775 -4.2873 1.6692 0.31 0.92 0.23 0.981
K -2.4554 -3.0945 -3.3496 0.09 1.12 0.84 0.960
C -2.2010 -1.0407 4.8893 -0.56 0.01 0.89 0.581
F -1.6395 -0.2387 5.7984 0.27 -0.07 -0.06 -0.238
F -3.4689 -0.5886 4.7469 0.11 -0.13 -0.42 -0.248
F -1.5693 -0.9375 3.7447 0.18 0.13 -0.35 -0.132
S -2.2512 -2.8008 5.5051 -0.13 -0.25 0.47 1.064
O -1.1121 -2.9602 6.3758 0.09 0.13 -0.20 -0.666
O -3.5356 -2.8972 6.1730 -0.03 -0.01 -0.17 -0.696
O -2.1670 -3.5731 4.2653 -0.28 -0.27 -0.62 -0.654
C -4.7257 -1.0464 0.5915 -0.98 0.06 -0.61 0.500
F -4.6911 0.2534 0.3210 0.01 -0.25 -0.04 -0.269
F -3.6622 -1.4025 1.2850 0.42 -0.06 0.10 -0.100
F -5.8071 -1.2648 1.3677 0.15 -0.02 0.11 -0.262
S -4.9447 -2.0264 -1.0006 0.17 -0.40 -0.73 1.214
O -6.3135 -2.4842 -0.9520 -0.07 -0.11 0.36 -0.701
O -4.6346 -1.1759 -2.1188 0.00 0.30 0.01 -0.640
O -3.9477 -3.0997 -0.8653 0.12 -0.68 0.48 -0.744
C 0.5115 3.5764 -3.4013 0.49 -0.37 -0.04 0.568
F 0.5313 4.9013 -3.1791 -0.43 0.22 -0.11 -0.255
F 0.6603 3.0066 -2.1992 0.08 -0.08 -0.52 -0.187
F -0.6927 3.2075 -3.8857 -0.13 0.39 0.24 -0.234
S 1.8046 3.1772 -4.6947 -0.15 0.52 -0.46 1.173
O 1.5618 4.2379 -5.6799 -0.08 -0.26 0.25 -0.745
O 3.0496 3.3283 -3.9797 -0.05 -0.27 -0.05 -0.658
O 1.4391 1.8599 -5.1820 0.20 0.10 0.32 -0.657
C 4.2062 -2.3964 -3.2630 0.55 -0.28 0.07 0.612
F 3.3825 -2.6732 -4.2874 -0.10 -0.17 -0.10 -0.270
F 4.3430 -1.0751 -3.2110 0.04 -0.16 0.00 -0.232
F 3.5948 -2.8183 -2.1418 -0.14 0.28 0.02 -0.241
S 5.8554 -3.2909 -3.4332 -0.31 -0.47 -0.52 1.166
O 5.5973 -4.5534 -2.7583 -0.01 0.01 -0.01 -0.703
O 6.0142 -3.4224 -4.8746 -0.01 0.11 0.06 -0.697
O 6.8120 -2.4312 -2.7880 0.15 0.22 0.21 -0.653
C 2.5049 1.3540 2.7655 -0.44 0.49 0.54 0.504
F 3.6280 0.6412 2.6709 0.08 -0.20 0.01 -0.243
F 1.8339 1.2330 1.6169 0.22 0.34 0.03 -0.111
F 1.7260 0.7937 3.7224 0.14 -0.24 -0.01 -0.237
S 2.8910 3.1122 3.2626 -0.16 0.19 -0.89 1.136
O 3.6460 3.5608 2.1108 0.27 0.06 0.27 -0.669
O 1.6049 3.7649 3.4126 -0.02 -0.27 0.23 -0.667
O 3.6403 2.9437 4.4949 0.09 -0.08 0.11 -0.699
C -0.0261 -1.4556 0.1600 -2.16 1.79 1.15 0.416
F -1.0623 -2.3281 0.4854 0.19 -0.46 -0.34 -0.185
F 0.2590 -0.8579 1.3112 0.33 -0.16 0.00 -0.242
F 0.9798 -2.1337 -0.2554 1.17 -1.17 -0.60 -0.180
S -0.6351 -0.1780 -1.0619 -0.09 -0.27 -0.77 0.809
O 0.5847 0.2155 -1.6993 0.02 0.14 0.28 -0.399
O -1.5351 -0.9370 -1.9348 -0.06 -0.73 -0.07 -0.514
O -1.3477 0.7927 -0.2629 0.41 -0.39 -0.01 -1.001
O -1.9294 4.5989 -0.0796 -0.15 0.11 -0.06 -0.685
H -1.0124 4.3138 0.0015 -0.06 -0.06 -0.02 0.312
H -2.4602 3.8385 0.2162 0.19 0.23 0.05 0.438
O 3.5028 0.4372 -0.9436 0.14 -0.19 0.22 -0.624
H 2.6411 0.7826 -0.6903 -0.04 0.08 -0.11 0.327
H 3.3049 -0.2818 -1.5517 -0.07 0.24 0.01 0.298
O -3.0853 2.3272 1.0464 0.09 -0.45 -0.17 -0.837
H -2.4289 1.8043 0.5181 -0.36 0.31 0.48 0.761
H -3.7919 1.6889 1.1962 0.27 0.43 0.01 0.358
```
Forces are in eV/Å.


Record 5
Density functional theory data (wB97M-V/def2-TZVPD) for 2 unconnected molecules or ions with the total composition C6H6F6N3PS at a distorted geometry.

## Properties
* total charge: 0

```
23
Properties=species:S:1:pos:R:3:forces:R:3:mulliken_charge:R:1
C 0.5779 1.2349 -2.7159 -0.45 -0.09 0.34 -1.319
C 1.2620 1.1746 -1.3982 -0.06 -0.01 -0.22 0.785
C 2.4985 0.4998 -1.2821 0.48 -0.34 -0.45 -0.381
N 3.2120 0.3756 -0.2007 -0.66 0.41 0.17 -0.826
N 2.6359 0.9293 0.8702 0.65 -0.14 0.03 0.363
C 1.4750 1.5545 0.9002 -0.81 0.85 1.11 0.417
N 1.0358 2.0230 2.1552 -0.07 -1.24 -0.87 -0.661
C -0.0873 1.5159 2.4175 0.58 1.16 0.01 0.575
S -1.4731 0.9753 2.6534 -0.61 -0.53 0.34 -0.179
C 0.7348 1.7281 -0.2724 0.55 -0.25 0.01 -0.201
H 0.9657 0.4876 -3.3949 0.08 0.03 -0.24 0.394
H -0.4786 1.0443 -2.5471 -0.17 -0.14 -0.12 0.366
H 0.6335 2.2327 -3.1384 0.24 0.13 -0.18 0.332
H 2.9060 0.0362 -2.1669 0.21 -0.08 -0.03 0.447
H 3.1511 0.8473 1.7402 0.01 -0.09 -0.02 0.323
H -0.2020 2.2561 -0.2724 -0.18 0.06 0.17 0.528
F -1.4741 -3.3134 0.0238 0.49 -0.03 0.61 -0.337
P -2.7011 -2.7177 0.9513 -0.56 -0.53 -0.17 0.963
F -2.7290 -2.8891 2.5894 0.49 -0.52 -0.12 -0.330
F -2.9350 -1.6814 -0.3238 0.01 -0.44 -0.51 -0.337
F -4.3152 -2.4254 1.0991 0.24 0.52 0.54 -0.323
F -1.5594 -1.5883 1.4027 -0.07 1.00 0.11 -0.274
F -3.1334 -4.2998 0.9098 -0.39 0.29 -0.51 -0.326
```
Forces are in eV/Å.


Record 6
Density functional theory data (wB97M-V/def2-TZVPD) for 2 unconnected molecules or ions with the total composition C6H6FN5 at a distorted geometry.

## Properties
* energy relative to the best compared isomer or geometry (same formula, charge and spin): 1.575 eV
* total charge: 0

```
18
Properties=species:S:1:pos:R:3:forces:R:3:mulliken_charge:R:1
C -1.7291 2.3325 1.2904 1.04 1.13 -0.06 -0.260
C -0.4475 2.4660 0.7229 -4.45 -2.85 1.13 -0.616
C -1.2509 0.5224 0.3776 1.00 1.20 0.31 0.233
C 1.7438 -2.0318 -0.8606 0.02 2.57 2.71 -0.267
C 0.8847 -2.9986 -1.4761 -2.45 1.72 1.42 -0.177
C -0.3195 -1.3918 -0.6628 2.41 2.75 -0.21 0.984
N -2.2294 1.1449 1.0534 0.96 -3.33 -1.59 -0.663
N 1.0612 -1.0584 -0.2840 0.64 -1.79 -1.37 -0.491
N -0.3340 -2.5905 -1.2679 -1.53 -2.62 -1.61 -0.637
N -0.1436 1.2836 0.1429 -2.55 1.51 1.77 0.170
N -1.3075 -0.7541 -0.0531 0.22 -1.44 -0.43 0.051
F -0.0156 -0.0144 -2.1937 -0.13 -1.08 0.76 -0.637
H -2.3769 2.8944 1.9316 0.46 1.23 -0.06 0.441
H 0.0862 3.2672 0.8426 3.57 4.04 0.11 0.535
H 2.7688 -2.1381 -0.5631 0.50 0.03 -0.56 0.405
H 1.1106 -3.9689 -1.8013 0.24 -0.99 -0.84 0.418
H 0.7615 1.0355 -0.1429 0.88 -0.84 -0.98 0.224
H -2.2530 -1.0435 0.0023 -0.83 -1.23 -0.50 0.288
```
Forces are in eV/Å.


What are the E values for these records? In order: -846.67354, -1433.35581, -2184.73162, -7199.08015, -1735.29105, -605.76444 a.u..